1.
DFT (wB97M-V/def2-TZVPD) results for a molecular structure, C36H29F3N6O2PtSSb.

Values from the calculation:
Lowest unoccupied orbital energy (alpha / beta)   -2.567 / -4.069 eV
Largest force on an atom   0.54 eV/A
Energy above the lowest of the compared OMol25 structures with the same formula, charge and spin   0.2971 eV
Charge   +1
2S+1   3
Expectation value of S²   2.007

Structure (XYZ):
```
79
Properties=species:S:1:pos:R:3:forces:R:3:lowdin_spin:R:1
C 3.262333 -1.408289 0.498300 0.009 0.042 0.033 0.0019
C 1.139756 1.675949 -1.214148 0.020 -0.006 0.346 0.0332
C 2.073276 1.669897 -3.434001 -0.035 -0.048 -0.075 0.0000
C -3.273747 3.073629 -2.778407 0.008 -0.060 -0.096 -0.0002
C -3.654596 1.273531 1.865370 -0.016 0.029 0.046 0.0058
H 2.047570 1.389925 -4.479665 -0.015 0.024 0.039 0.0000
C 3.830994 -1.332990 -1.822774 -0.040 -0.009 -0.028 0.0000
C 5.129439 -1.756408 -1.524979 0.096 -0.009 -0.003 0.0001
H 2.318691 2.644278 0.303761 0.016 0.018 -0.003 0.0005
N 0.714984 -1.760136 1.391638 -0.091 -0.017 -0.172 0.1353
C -0.373332 -4.314638 -0.730466 -0.036 0.099 -0.109 0.0128
H -3.639406 2.885134 -3.779852 -0.001 -0.007 0.042 0.0000
N -3.252177 -2.523750 0.360744 0.072 0.085 -0.027 0.0646
N -5.437589 0.356700 1.008954 -0.109 0.029 -0.003 0.0032
H 0.392482 -6.255570 -1.167399 0.023 0.032 0.017 0.0008
F -4.577486 5.016696 -2.684623 -0.057 0.069 -0.049 0.0007
N -3.304280 0.032235 1.396461 0.181 -0.041 0.042 0.0856
C 0.512240 -5.354236 -0.582796 -0.007 -0.028 -0.004 0.0034
C 1.685394 -4.037562 1.046536 0.021 0.158 0.112 0.0019
S 2.116334 -1.022613 1.789076 -0.166 0.100 -0.110 0.0101
H -1.975272 3.884398 0.765632 -0.041 -0.024 0.039 0.0007
H -0.981168 0.429105 3.051913 -0.034 -0.188 -0.019 -0.0010
N -5.419785 -2.671217 0.111095 -0.126 0.031 -0.006 0.0035
H 4.801344 -1.983468 1.863482 0.018 0.008 -0.083 0.0001
C 0.442413 4.009996 3.287019 0.021 0.102 -0.089 0.0008
C -0.608503 1.440265 3.105680 0.172 0.212 -0.068 -0.0008
C -4.912071 -3.923984 -0.144813 0.044 -0.016 0.004 0.0016
N -0.265147 -3.173674 -0.035086 0.079 0.134 0.034 0.1063
C -2.373424 2.221582 -2.155973 0.006 -0.086 0.038 0.0048
H -6.395739 -2.429297 0.103236 -0.016 -0.001 0.006 0.0005
O 1.865467 0.395722 1.666737 -0.280 0.052 0.073 -0.0020
H -5.615895 2.333129 1.840925 0.038 -0.068 -0.011 0.0006
C 0.756173 -3.008939 0.817355 0.113 -0.125 0.140 0.0169
C 0.204633 3.438845 2.044325 -0.072 -0.075 -0.062 0.0029
C -3.697121 4.196775 -2.096699 0.080 -0.032 0.093 0.0019
H 7.102416 -2.254059 -2.238570 0.001 0.018 -0.007 0.0000
H -3.580935 5.404716 -0.337493 0.013 -0.042 -0.029 0.0001
H -0.590975 1.460321 5.266356 0.010 0.013 -0.035 0.0000
Sb -0.475804 1.163984 0.060481 -0.321 0.368 0.231 0.1228
C -4.386912 -1.862064 0.419520 -0.068 -0.156 -0.032 0.0087
C -1.899793 2.485303 -0.871628 0.007 -0.208 0.084 0.0309
C 5.472619 -1.983552 -0.195871 0.023 -0.018 -0.030 0.0001
C -0.326933 2.154447 1.940577 0.324 -0.001 -0.151 0.0129
F 0.371471 3.820075 5.616872 0.018 0.032 0.079 -0.0001
H -1.181251 -4.371061 -1.448926 -0.022 0.043 0.028 0.0007
H 3.558009 -1.136264 -2.854972 0.002 -0.023 0.058 0.0000
F 4.092620 2.790859 -3.804774 0.075 -0.003 -0.043 0.0008
C 1.070495 1.299256 -2.550656 -0.021 0.077 -0.027 0.0055
C -4.977004 1.491748 1.631185 0.027 0.003 -0.011 0.0019
C 6.129361 -1.966515 -2.632216 -0.122 -0.009 0.042 0.0000
H -5.536371 -4.760872 -0.409613 0.020 0.085 0.037 0.0004
H -2.822565 -4.588830 -0.052768 -0.013 0.033 -0.016 0.0000
H 5.787624 -2.756367 -3.305227 0.035 0.031 0.013 0.0000
H -2.042125 1.339930 -2.694891 -0.039 0.012 0.016 0.0010
H 2.240753 -6.026523 0.512341 0.004 0.053 -0.013 0.0001
H 1.891297 -0.815908 -1.047580 0.127 -0.096 -0.016 -0.0001
C -2.339646 3.637537 -0.222314 0.003 -0.032 -0.067 0.0063
Pt -1.360443 -1.267434 0.644953 0.267 -0.196 -0.268 1.2663
C 3.234898 2.785068 -1.625156 0.038 0.038 0.084 0.0011
H 2.464537 -3.898296 1.784033 -0.031 -0.019 -0.031 0.0005
C -4.400124 -0.496493 0.892010 0.009 0.137 0.104 0.0091
O 2.625967 -1.518470 3.032986 0.096 -0.107 -0.053 0.0151
H 0.861302 5.003377 3.385642 -0.024 -0.038 -0.002 0.0001
C 4.544815 -1.812478 0.824153 -0.076 -0.037 0.003 0.0004
C 2.896937 -1.154173 -0.820951 0.032 -0.108 0.092 0.0000
H 4.095201 3.350034 -1.289531 -0.032 -0.015 -0.025 0.0001
C 0.142614 3.277208 4.416253 -0.025 0.000 -0.035 -0.0003
C -3.566947 -3.817544 0.018947 0.021 0.025 0.006 0.0062
H 6.249457 -1.059845 -3.227516 0.009 -0.010 0.019 0.0000
H 0.238341 0.710483 -2.921369 0.020 0.002 -0.007 0.0010
C 1.549095 -5.210357 0.342715 -0.019 -0.011 -0.018 0.0003
H -6.380487 0.220986 0.688930 -0.035 -0.039 -0.024 0.0007
H 0.439972 4.008947 1.152270 0.027 0.008 0.026 0.0003
H -2.947048 1.910682 2.365468 -0.017 0.037 -0.077 0.0003
H 6.482285 -2.295567 0.047635 -0.057 0.001 -0.013 0.0000
C -3.239361 4.502549 -0.830220 -0.020 0.028 0.030 0.0013
C -0.384731 2.002168 4.352320 -0.076 -0.091 -0.020 -0.0001
C 2.230559 2.403849 -0.747504 -0.014 -0.136 -0.055 0.0067
C 3.130011 2.418098 -2.952473 -0.048 -0.032 0.064 0.0023
```
Positions in Å, forces in eV/Å.

---

2.
DFT (wB97M-V/def2-TZVPD) results for a molecular structure, C27H44BrNO14 in a non-equilibrium geometry.

Values from the calculation:
Lowest unoccupied orbital energy   -0.587 eV
Largest force on an atom   3.42 eV/A
Charge   0

Structure (XYZ):
```
87
Properties=species:S:1:pos:R:3:forces:R:3:mulliken_charge:R:1
Br 3.432188 -0.056483 -0.630118 -0.103 -0.386 -0.348 0.0480
H -1.042227 2.400026 -7.602601 0.008 0.124 -0.013 0.3734
C -1.298907 3.115965 -5.594208 0.474 -0.102 -0.495 0.5186
O -2.303019 2.144554 -5.253280 -0.103 0.156 0.396 -0.2959
H 0.299839 3.393055 -7.007576 -0.041 0.035 0.036 0.3823
H 2.574908 4.782892 2.041856 0.145 0.544 0.225 0.2849
C 1.574020 5.233923 1.928771 1.520 -2.014 -0.786 -1.4091
H -5.556141 -0.735408 -5.715890 -0.061 -0.066 -0.038 0.2953
H -3.889787 0.261239 -1.044719 0.147 -0.078 0.071 0.0219
H -3.889763 0.205392 0.726530 0.032 0.139 0.091 0.2960
C -2.280106 2.667007 0.853506 0.693 0.053 -0.665 -1.2251
H -1.859101 2.362453 1.817827 -0.126 -0.043 0.017 0.3648
H -1.608583 4.014575 -0.724381 -0.052 -0.103 0.040 0.2832
H -0.122495 4.251633 -4.155964 -0.138 0.016 0.170 0.3708
C 2.613004 -7.813418 3.620262 -0.362 0.098 -0.107 -1.4712
H 3.336031 -0.805991 3.545811 -0.045 -0.040 0.093 0.1694
H -5.024508 -0.435261 -3.311502 0.002 0.061 -0.079 0.3915
H 2.903487 0.298561 5.718296 0.045 -0.081 -0.132 0.3133
H 2.193641 -7.809472 2.614197 0.123 -0.025 -0.029 0.3588
O -3.496448 1.797124 -3.368980 0.098 0.195 0.016 -0.4692
H -1.953093 -1.199372 -0.677810 0.209 -0.231 -0.231 0.3753
O -4.273075 -2.311304 -6.018717 -0.343 -0.201 -0.193 -0.3603
H 1.662072 6.318000 1.917024 -0.102 0.006 -0.035 0.4328
H 4.924717 -1.429567 3.148982 0.065 0.006 0.075 0.4310
H 3.026088 -6.745963 6.063536 -0.066 -0.059 -0.114 0.3190
O -6.257188 -3.347044 -6.029677 0.229 0.046 -0.022 -0.3352
H 0.644391 5.846387 -1.236073 0.179 0.023 -0.190 0.2828
H 5.741681 -0.847404 5.438731 -0.004 0.093 0.098 0.2206
C -1.207622 0.478957 0.393403 0.840 0.210 -1.219 -0.5884
C 0.958142 4.718939 0.629241 -0.015 0.304 0.173 0.5035
H -2.002008 1.746314 -1.131677 -0.076 0.267 0.067 -0.9026
C -2.574244 2.295184 -3.931289 -0.029 0.010 -0.023 0.4824
C 3.909676 0.092196 6.090139 -0.007 -0.054 0.323 -0.4427
H 0.419830 2.793664 1.162880 -0.794 0.496 1.739 0.4889
H 2.284388 5.952781 -0.500499 -0.209 0.283 -0.111 0.4147
H -5.885412 -3.269859 -4.007194 0.114 0.099 0.029 0.3279
H -7.149623 -2.154684 -4.572548 -0.059 -0.100 -0.167 0.3178
H -3.543639 -0.418035 -4.274311 -0.118 0.118 -0.015 0.1669
H -1.796718 4.733884 0.853684 0.190 0.069 -0.032 0.3988
C 4.229361 -1.262709 3.974942 0.404 0.349 -0.433 -1.0018
H 1.784496 -7.986005 4.309152 0.068 0.029 0.066 0.3522
H -0.262566 1.033091 0.394715 -0.017 -0.013 0.284 0.0980
C 4.855157 -0.367413 5.012236 -0.299 -0.494 -0.491 0.5456
O 2.404303 -3.293889 4.584233 -0.454 -0.637 0.176 -0.5496
H 3.956549 -2.222410 4.403628 0.249 0.434 0.011 0.1268
C -2.274561 1.454334 -0.116363 -0.466 -0.486 1.236 2.0800
C 0.040991 3.721456 0.729532 -0.081 0.033 -0.518 -0.5620
H -0.385071 -1.895391 1.001960 -0.072 -0.097 -0.039 0.3643
O 1.580195 -0.783345 1.258325 1.261 0.957 3.037 -0.4128
H -1.382527 0.167860 1.426951 -0.219 -0.132 -0.097 0.3716
H 0.172153 2.499433 -4.104164 -0.018 -0.034 -0.136 0.2835
O 4.504098 1.331659 6.501520 0.080 0.044 -0.216 -0.3521
O 5.650277 2.914967 5.371978 -0.028 -0.033 0.022 -0.5436
C 3.729786 -6.321241 5.343683 0.319 -0.008 0.122 -0.5122
N -0.064897 -1.720015 0.056394 0.023 -0.112 -1.018 -0.2998
C -5.133285 -1.565012 -5.141416 0.242 0.252 0.599 0.4864
O 2.036483 -1.238901 -0.866304 -0.462 0.413 -0.179 -0.4563
H 3.317808 -8.640854 3.703261 0.039 0.049 -0.004 0.3869
O 5.270022 0.890221 4.446752 0.041 0.220 0.431 -0.3687
C -6.183739 -2.594244 -4.812772 -0.328 0.012 -0.054 -0.5084
H 0.994109 4.866880 2.766181 -0.136 0.331 0.125 0.3702
C 5.189384 1.821188 5.432833 0.016 0.041 -0.088 0.5995
H 1.810325 4.472946 -1.276487 -0.210 0.053 -0.243 0.2622
H 4.127686 -6.346834 3.220707 0.033 0.074 0.070 0.2771
H -3.295423 3.003293 1.062566 -0.036 0.069 -0.214 0.5189
C -1.423993 3.840413 0.344957 -0.076 -0.406 -0.771 -0.4311
O -4.700801 -3.896578 -7.570068 -0.032 0.019 0.044 -0.5288
H -1.812238 4.038992 -5.878877 -0.025 0.010 0.109 0.2778
H 3.847453 -0.601721 6.925631 0.074 0.151 0.098 0.3002
O 3.713613 -4.894698 5.484172 -0.165 0.037 -0.152 -0.2973
H -3.956818 -1.851761 -3.358654 -0.124 -0.074 -0.032 0.3760
C 1.425512 5.306878 -0.692268 -0.590 0.573 0.746 -1.1569
C 2.795315 -4.417579 4.603905 -0.277 -0.031 -0.024 0.6731
O -1.644844 3.087267 -3.335446 -0.129 -0.170 -0.156 -0.1591
C -3.687304 0.839708 -0.139889 0.168 0.173 -0.510 -1.5108
C -0.431613 2.633814 -6.730455 -0.155 -0.350 -0.098 -1.5268
C -5.041754 -3.249364 -6.635125 0.098 -0.025 -0.048 0.6036
C -0.978642 -0.720369 -0.545865 -1.031 -0.006 0.722 -0.8171
O 2.387658 -5.394548 3.754441 0.254 0.273 0.216 -0.3401
H 0.096581 1.718640 -6.458114 0.018 0.051 0.081 0.3614
C -4.376902 -1.034281 -3.950022 0.349 -0.337 -0.061 -1.2779
H 4.724088 -6.717143 5.538504 0.046 0.205 0.040 0.3096
H -4.386036 1.676790 -0.159516 -0.240 -0.209 0.059 0.6083
C -0.580511 3.272440 -4.278181 0.103 0.271 0.155 -0.6327
C 1.214823 -1.210455 0.234735 -0.468 -0.587 -1.413 0.6993
C 3.293616 -6.499099 3.911897 -0.185 -0.632 -0.108 0.5052
H -0.632711 -0.391853 -1.525461 0.177 -0.118 0.042 0.2731
```
Positions in Å, forces in eV/Å.

---

3.
DFT (wB97M-V/def2-TZVPD) results for 2 unconnected molecules or ions with the total composition C5H7NO2 in a non-equilibrium geometry.

Values from the calculation:
Lowest unoccupied orbital energy   -0.810 eV
Largest force on an atom   4.40 eV/A
Energy above the lowest of the compared OMol25 structures with the same formula, charge and spin   2.6724 eV
Charge   0

Structure (XYZ):
```
15
Properties=species:S:1:pos:R:3:forces:R:3:mulliken_charge:R:1
H -1.213420 0.408162 1.912318 0.679 -0.720 -0.117 0.3607
H 2.654318 -1.183881 -1.287567 0.243 -0.324 0.729 0.3261
C -0.614713 -0.396910 1.378921 -1.570 1.011 0.401 -1.1349
C -0.360676 0.356852 0.036281 1.232 -4.208 -0.365 1.2414
O 0.827603 -0.758459 -1.023413 -1.795 1.364 2.546 -0.4632
C 0.628990 1.333767 0.021535 0.855 2.028 0.447 0.0019
H -2.427774 0.519638 -0.452705 0.657 -0.699 -0.696 0.3171
C -1.449087 0.456696 -0.994540 -0.694 1.304 0.064 -1.1528
H -1.437827 1.375422 -1.669424 0.532 -1.188 1.023 0.3261
H 0.237490 -0.700846 2.031175 -0.364 0.631 -1.125 0.3229
N 1.389152 2.190515 -0.052491 0.059 0.125 0.085 -0.4346
C 1.972966 -0.979521 -0.418265 1.762 -0.392 -0.550 0.1244
H -1.214780 -0.430641 -1.589402 -1.094 0.059 -0.096 0.3378
H -1.356366 -1.247527 1.365619 0.921 0.824 -0.773 0.3254
O 2.364129 -0.943263 0.741954 -1.422 0.186 -1.574 -0.4982
```
Positions in Å, forces in eV/Å.